No. 1
Below is a 13-piece molecular cluster, C52H87ClN12O5 overall, with properties calculated with ωB97M-V/def2-TZVPD.

Positions of all 157 atoms, in Å:
C 0.97845 -0.80319 0.31727
N -4.22271 0.08497 4.89199
H 0.39548 -0.41281 -1.63707
H 4.13318 -0.08057 -0.65313
H 4.56057 2.70682 2.44632
H 4.93326 0.99786 -4.08856
Cl -6.51993 -0.98637 0.70573
H 0.85811 3.12835 4.28278
C 1.90407 3.33422 4.52615
H 5.96063 -5.19057 -0.27481
H 3.25456 0.85790 1.41156
C 3.23981 -1.37523 -2.96844
C 4.25564 -6.24798 0.27735
H 0.36638 -5.56153 1.83186
H 1.77742 -0.76582 -4.51223
H -0.38887 1.10418 -5.62610
H -5.84421 -7.30314 0.09135
H -6.48283 -4.71699 0.86474
H -1.46475 -1.12629 0.98481
H -0.59269 2.26347 0.29493
C -2.20324 0.99671 5.23375
C 4.45321 2.67551 1.35961
C -1.82974 -1.93484 -0.99949
H 0.92144 1.03981 -0.80016
H 3.29535 0.47560 5.92634
H 4.91937 1.36882 -5.75637
N 2.83221 -4.20785 1.04040
C 1.79602 2.68722 -3.67091
C 2.04776 -1.39344 -3.68090
H -0.81528 -2.30451 -1.14931
H 1.18383 -2.23923 2.27923
C 3.13713 3.30562 -3.51083
H 6.79583 -7.98963 0.68475
C -3.30793 -0.66505 4.17210
C 2.54992 1.26688 5.85337
H -3.51726 3.07043 -5.48528
H 1.09279 5.94636 -1.94676
H 1.62372 6.39950 -0.33019
C -2.79516 3.99318 2.78988
H -5.02300 2.09479 1.42699
H 5.02740 3.56550 -4.54762
C -1.57127 5.16659 -1.11578
N 6.73819 3.57586 0.44693
O 1.01501 -0.25927 1.61780
C 1.22711 4.42223 -0.54368
H 4.11014 -0.75210 -3.06094
C -1.24734 1.48452 0.67517
C -4.22430 4.16392 1.05458
H 2.32919 1.75835 6.79746
C 1.51154 -1.22724 2.53324
C -2.39693 1.43249 -6.43651
H -3.43305 -4.33168 -1.93073
O -7.69418 -1.77831 0.49665
H 7.59409 -6.79899 -0.33904
H 4.03683 -6.45451 -0.77039
H 3.54580 2.87589 -2.59602
H 0.40180 -4.54161 4.38851
H 6.10926 -7.62726 -0.88879
H 2.02840 -0.93964 0.00597
H 4.96751 0.59535 1.30794
H -2.08495 2.14001 -7.21209
C -4.33809 -6.25230 -1.16304
C 6.62497 -7.18735 -0.03075
H -3.03744 -3.11407 2.23607
H 2.82078 1.56604 3.71507
H 5.12305 1.35623 -1.05987
H -1.46211 5.15648 -2.21086
H 3.69867 3.34076 -5.60914
C 4.20670 1.00563 -0.58995
C 0.89432 5.80170 -0.88126
C -2.08944 -0.06422 4.32684
H 3.84778 2.58164 4.71561
H -5.20017 -0.13266 4.96039
C 4.10171 3.00073 -4.65014
N -5.04767 -4.24123 -0.58689
H -0.79499 7.14467 -1.00259
H -3.24384 1.62000 -4.49480
C 4.32937 1.50351 -4.84910
H 1.29355 -0.97045 3.56459
N 0.75384 2.22673 -3.79708
C 0.34765 0.12203 -0.68584
H 3.39703 0.93953 -4.85618
H 6.07824 -5.68887 1.42526
H -1.45269 0.31600 -2.43654
H -1.93418 2.80890 -4.84376
C -1.67952 1.03279 -1.65401
H -2.79943 5.79237 1.61259
H 3.86364 -2.64523 -1.35087
H -1.18969 1.99748 -1.75761
C -0.34243 -4.42134 3.61807
H -4.65150 4.45303 0.10830
H -1.36459 1.60588 5.52719
O -5.68133 -1.56005 1.70335
N -1.08074 0.42348 -0.38534
H 3.69922 3.41877 1.10271
H -2.09861 4.15078 3.59587
H -3.97212 1.57010 6.42860
H 2.94426 4.37066 -3.38267
N 2.73327 5.27702 3.01025
C -4.40466 2.95336 1.65909
N 1.49054 3.34432 -0.24997
C -1.53984 -0.51053 -5.15311
O -5.72595 -0.94955 -0.51245
H -3.66653 1.52834 -0.67754
H -5.11386 -3.23061 -0.56801
C 2.85178 2.13619 4.64417
H -2.25153 -1.57090 -1.93444
C -1.46804 -3.57859 3.71952
C 3.47057 -5.10429 0.71274
H 1.63112 0.70794 5.62939
H 0.31968 -2.76933 -3.48612
C -2.80408 2.28224 -5.24281
N -1.82110 -1.34816 -4.41817
C -5.46092 -6.37759 -0.31016
H 1.74882 -3.82756 -1.43590
C -3.19165 1.31419 -1.63454
N -3.52071 2.81173 2.70476
H 2.59884 -1.25528 2.36349
C 2.35140 4.40614 3.65180
C -1.85163 -0.80138 0.01743
H -1.67783 -4.74863 0.74793
H -3.41084 2.06720 -2.38490
C -4.17048 -4.89816 -1.38466
C -1.18753 0.55338 -6.12724
H -2.43598 -2.75814 -0.62692
H -0.68035 6.25200 0.49838
H -1.34979 4.13522 -0.83645
C -5.78820 -5.11822 0.14571
H -3.22332 0.85176 -6.84321
C -2.11887 -3.60757 2.51369
H -2.28706 1.77214 0.79280
H 3.93757 -7.09540 0.89057
H 3.33775 1.42975 -1.09153
C -3.21978 4.81143 1.77812
H -0.80508 0.12344 -7.05126
C -0.56390 6.16452 -0.58515
H -3.73898 0.40457 -1.90480
H -3.76835 -7.05969 -1.59309
C -0.36049 -4.96425 2.35882
H -3.56840 2.02768 3.33573
C 4.16176 1.23922 0.94476
N 3.20279 -2.39785 -2.06590
H -1.70442 -3.02397 4.61244
C -3.51117 1.00236 5.63610
C 5.73154 3.18528 0.83935
C 5.76863 -6.00421 0.42976
H -2.62090 5.37262 -0.93906
H -1.19083 -0.50514 3.91534
N -1.44297 -4.46523 1.68164
O -6.91584 0.34430 1.08830
H 1.85030 3.81754 5.51087
H -0.93447 1.10482 1.64382
H -2.87727 -0.48421 0.21285
H 0.59903 -1.83028 0.30864
H -3.57728 -1.52640 3.58866
C 2.02260 -3.09403 -2.17434
C 1.32996 -2.50702 -3.20277

Cartesian forces, eV/Å:
C 1.5 0.0 0.2
N 1.3 -0.7 0.4
H -0.1 0.1 -0.1
H 0.1 0.0 -0.6
H -0.1 0.1 0.0
H 0.0 0.5 0.3
Cl -0.6 0.5 -1.0
H 0.1 -0.5 -0.2
C -0.5 0.5 0.9
H 0.3 0.2 0.3
H -0.3 0.3 -0.3
C -0.3 0.0 -0.3
C 0.5 -0.4 0.7
H -0.1 -0.1 0.2
H 0.0 0.1 0.1
H 0.0 0.3 -0.3
H -0.1 0.0 0.0
H -0.2 -0.3 -0.1
H 0.2 0.1 0.0
H -0.2 0.4 0.6
C 0.1 -0.2 0.2
C 0.4 0.3 0.6
C 0.1 0.6 0.2
H -0.3 0.2 0.2
H 0.2 0.2 0.4
H -0.4 -0.2 -0.2
N 0.1 0.2 0.0
C 0.8 0.3 -0.1
C 1.2 -0.4 0.2
H -0.1 0.0 -0.2
H -0.4 0.1 0.3
C -0.5 -0.4 0.1
H -0.2 0.2 0.3
C -0.5 0.8 -0.2
C -0.9 -1.1 -0.9
H -0.2 -0.3 -0.2
H 0.1 -0.1 0.0
H -0.2 0.3 0.0
C -0.3 -1.0 0.5
H -0.3 0.2 -0.2
H 0.1 -0.2 0.4
C 0.5 -0.5 -1.6
N -0.1 0.0 -0.1
O -1.0 -0.1 0.4
C -0.1 -0.1 0.0
H 0.0 0.0 0.0
C 0.6 -0.5 0.0
C -0.2 -0.6 -0.5
H 0.6 0.3 0.0
C 1.1 -0.2 -0.8
C 0.4 1.1 -0.3
H -0.1 -0.2 -0.3
O 0.0 -0.3 0.0
H 0.0 -0.2 -0.1
H -0.1 -0.1 0.0
H 0.0 0.3 0.2
H 0.1 -0.2 -0.1
H 0.4 -0.1 -0.1
H -0.1 0.1 -0.3
H 0.1 0.2 0.4
H 0.0 -0.3 -0.2
C -0.3 0.4 -0.7
C -0.4 0.2 -0.4
H 0.0 -0.2 -0.3
H 0.0 -0.2 0.1
H 0.1 0.0 0.1
H -0.1 0.0 0.0
H -0.2 0.2 0.2
C -0.9 -0.5 1.1
C 0.1 0.0 -0.3
C 0.5 -1.4 -0.7
H 0.1 -0.2 0.1
H -0.1 0.0 0.1
C -0.4 -0.3 -0.8
N 0.3 0.7 0.2
H 0.2 0.1 0.0
H 0.1 0.3 0.2
C 0.8 -0.2 0.3
H -0.2 0.2 -0.1
N -0.2 -0.1 0.0
C 0.2 -0.7 0.2
H -0.1 0.1 -0.5
H -0.4 0.1 0.1
H 0.2 0.4 -0.3
H 0.1 -0.3 0.2
C -0.7 0.2 0.6
H -0.1 0.0 -0.1
H 0.3 0.4 -0.1
H 0.5 -0.3 -0.4
C 0.2 -0.2 -0.2
H -0.3 0.2 0.2
H -0.3 0.2 0.4
O 0.7 -0.7 1.5
N -1.5 0.5 -0.2
H -0.3 -0.3 -0.1
H 0.1 0.1 -0.1
H -0.2 0.2 -0.3
H 0.3 0.1 0.1
N 0.0 0.1 -0.2
C 0.0 -1.4 0.3
N 0.1 -0.1 -0.1
C 0.1 0.0 -0.7
O 0.1 0.1 -0.4
H 0.4 0.6 0.0
H -0.3 0.0 0.2
C 0.1 0.9 0.0
H 0.0 -0.4 -0.2
C 0.1 0.1 0.1
C -0.2 0.1 -0.1
H -0.1 0.1 0.1
H 0.1 -0.1 -0.1
C -0.2 -0.2 0.2
N 0.0 0.2 0.1
C 0.5 -0.3 1.4
H 0.0 -0.2 -0.2
C -0.2 -1.5 0.1
N -0.5 1.3 -0.8
H 0.1 -0.1 0.5
C 0.2 -0.1 -0.2
C -0.3 -0.5 0.5
H -0.4 0.1 0.0
H 0.0 0.2 0.2
C 0.6 -0.4 0.3
C -0.3 -0.5 0.6
H -0.1 0.1 0.0
H 0.0 0.0 0.0
H -0.1 0.1 0.4
C -0.3 0.2 -0.9
H 0.0 -0.1 0.1
C -0.5 0.1 0.0
H 0.0 0.1 -0.5
H 0.0 -0.1 -0.2
H 0.0 0.0 0.0
C 1.1 0.8 0.5
H 0.1 -0.3 0.1
C -0.4 0.1 1.0
H 0.1 0.1 -0.3
H -0.1 0.0 -0.1
C 0.4 0.1 -0.3
H 0.3 0.2 0.2
C 1.0 0.0 -1.1
N -0.3 -0.5 0.4
H -0.3 0.1 -0.2
C -0.7 0.8 0.1
C 0.0 -0.2 0.0
C 0.2 0.0 -0.5
H 0.1 0.2 0.4
H 0.1 0.3 -0.1
N 0.4 0.1 0.6
O 0.3 0.2 0.0
H 0.0 -0.1 0.0
H 0.4 -0.1 -0.2
H 0.0 0.1 -0.1
H -0.5 0.2 0.1
H -0.3 0.1 -0.1
C 0.2 0.7 -0.3
C -1.3 -0.2 0.4

Orbital gap, Ha: 0.2780
Largest force on an atom, eV/A: 1.8

=====

No. 2
Below is a 17-piece molecular cluster, C53H102O21 overall, with properties calculated with ωB97M-V/def2-TZVPD.

Positions of all 176 atoms, in Å:
H -2.78368 1.46643 14.72702
C 0.68950 11.67155 17.48993
H 4.69619 2.71515 15.06450
C -0.10576 6.04596 16.76171
H 2.83686 0.79439 18.78561
O -7.65910 9.05192 17.13294
C 1.77744 12.66274 17.70935
H 1.99531 4.17175 23.35914
C 1.45113 -0.57330 16.33172
H -5.07550 8.83217 20.19599
H -6.37129 10.94316 19.26541
H 1.17782 10.34838 19.20323
O -3.60095 6.06079 9.91777
C 1.12208 3.58309 23.64028
H -1.80103 5.99555 19.58013
H 3.73098 6.00618 16.97012
H 3.48770 1.87971 17.43892
O 3.79516 -0.60898 16.45963
O 1.34106 1.20630 23.08850
C -4.54657 2.27514 20.54959
H 3.45847 -1.92332 12.62181
H -0.89519 7.23405 9.38542
C -1.87697 5.64997 11.60277
C -3.43313 8.82409 14.91009
C -8.28195 1.57034 14.82122
C -3.85956 1.45762 18.12919
H 1.57985 -1.25483 11.59669
H -7.39651 2.98591 17.84993
H -7.91071 4.93910 12.13759
H 0.17573 5.16466 14.16517
O -0.41434 11.95564 16.95856
H -4.06693 9.15967 14.08924
H 0.13625 7.32211 20.77436
C -8.44519 1.99516 16.25556
C -4.34203 1.95666 13.58201
H -3.63949 7.76657 15.07492
C 3.42853 7.14437 12.55566
H -7.11003 10.99603 17.15454
H 1.46250 13.64823 17.36622
C 0.71967 10.33203 18.21432
C -8.18440 8.69184 18.35800
H 1.59040 -1.60136 16.66609
H -0.08304 2.19103 9.26450
H -2.54515 4.81255 11.80364
C -0.12801 3.24442 9.54100
C -5.12104 9.12963 19.14836
C 4.99906 3.55018 11.97922
H -0.23468 8.64732 21.90635
H -0.83774 3.75059 8.88665
H 0.27246 2.39856 20.88042
H 1.68688 6.16885 20.78918
H -7.47098 1.99710 14.23104
C 3.73570 5.56301 17.96595
H 2.30278 2.99158 7.96902
C 2.31418 8.35031 14.61346
H 5.51809 2.75994 11.43679
H -2.29468 1.96151 13.10558
H 0.67583 5.33343 17.02536
C 2.34163 5.56323 20.16257
C -1.77270 7.63045 9.89625
C -7.35326 5.89190 13.91016
O 1.48433 4.97550 10.30696
C 5.50397 3.83641 13.36414
H -0.64444 7.15590 22.41595
C -1.66512 10.62854 14.10383
H -5.95773 3.25877 12.51464
C -2.05084 7.72374 20.94771
O -7.25478 4.85687 14.54554
H -0.77911 6.09054 17.61770
H -1.85457 6.33895 12.44711
C 2.82148 6.29874 18.93625
H -2.97979 3.26583 14.18638
H -0.22551 9.84154 18.44705
C 7.64287 3.58115 14.28723
C 1.93028 3.99679 8.16628
O -3.98389 3.83831 18.87797
H 4.97056 -0.81742 12.13279
H 5.11123 4.45336 11.37940
H -4.27270 9.73030 18.82032
H 3.95659 3.25755 11.85388
H 5.55411 1.71208 13.81369
C -7.88588 5.95889 12.52166
C -4.16343 2.60902 19.10168
H 3.03217 6.38937 11.87671
H -2.13812 11.05809 13.22073
H 4.45831 -1.13570 13.80561
H -0.68394 1.43095 21.88124
C 2.73163 1.16610 17.76637
H -4.78991 3.13112 21.17902
H 2.70308 12.36971 17.21394
C -0.23291 2.42263 21.84589
C -2.95026 2.20400 13.94194
H 0.61020 -0.26906 16.95491
H -0.94469 3.77399 14.22605
H -0.55255 3.09775 10.53415
H 1.36701 -0.55846 15.24507
H -5.08411 8.19601 18.58703
O -2.81510 8.57976 21.37313
O 6.92308 4.20566 13.25496
O 6.84096 2.67192 14.90563
H 4.50889 7.28302 12.51440
H -6.02425 7.51391 13.75264
H 1.30129 9.61928 17.62968
H -3.04070 0.89239 18.57426
H 2.94292 7.98219 12.05533
C -4.91450 2.94302 12.50600
O -9.13485 1.37034 17.05570
H -9.20245 1.62058 14.23962
H -7.60392 7.99959 14.55420
C -6.61294 10.04302 17.33557
H 1.23202 8.45578 14.53667
O -9.29278 8.11954 18.52617
H -3.56372 9.20369 15.92347
H 0.17116 6.96931 16.25293
H -8.30086 4.06939 16.78308
H 0.24183 4.21691 23.53288
H -3.34523 1.85416 17.25380
H -3.47783 6.45907 19.89875
H 2.69347 4.75528 7.99210
O -5.01746 1.14341 14.13615
H -0.58260 10.60917 13.97779
O -7.40741 9.24311 19.27031
H -2.43224 8.12318 9.18188
C -1.98989 9.16170 14.57526
H 2.32029 8.22220 15.69589
O 2.41493 7.37705 18.59491
C -6.87246 7.21329 14.36767
C -1.04269 5.23596 15.81999
C 0.79247 2.33081 22.88487
H 4.72240 5.76088 18.38473
H -6.65921 3.42527 16.32656
H -5.33953 1.52813 20.51352
C -0.29161 4.42144 14.81118
C -6.42622 9.97349 18.77063
H -7.47276 6.58249 11.72884
C -2.52014 6.40621 10.42255
H 1.25595 4.20818 7.33640
C -0.59748 7.71218 21.47976
H -1.81070 11.28095 14.96479
H 1.76882 1.65279 17.61069
H -2.36021 5.76748 21.17798
H 2.79063 9.30356 14.38455
O -2.27290 5.29531 15.81363
H 2.28697 0.00629 10.68647
H 1.88770 12.55759 18.78865
H -0.93543 3.22594 22.06782
O 8.81928 3.88485 14.62863
C 1.94407 -0.23204 11.69331
C 2.74496 -0.06162 16.83356
H -4.57165 2.72104 11.49541
C 1.13122 4.12118 9.44049
C -2.47296 6.43036 20.32009
H -4.69558 0.88354 17.72966
C 2.75658 7.04508 13.85945
H 1.17470 0.45162 12.05216
H -8.14584 0.48932 14.78998
H 3.57397 4.48515 17.95293
H -6.44106 6.97567 15.34006
H 1.81787 4.66014 19.84918
H -1.31628 8.33684 10.58964
O 2.94548 0.77082 13.67118
O 2.73310 5.95769 14.43646
H -3.61969 1.80490 20.87799
H -0.88669 5.33293 11.27577
H 3.19752 5.21640 20.74159
H 0.44504 3.77694 15.29083
C 2.96645 -0.14873 12.82301
C -7.61549 3.22220 16.80863
H -8.86965 6.42156 12.60060
C 5.51978 2.65884 14.35272
H -5.81600 9.85800 16.61532
C 4.12397 -1.07288 12.77006
H -4.70764 4.00210 12.65980
O -1.19141 8.27720 14.59742
H 4.96498 4.58568 13.94396
H 1.23436 3.24680 24.67101

Cartesian forces, eV/Å:
H 0.6 0.6 0.4
C -4.7 -0.3 -0.1
H 0.5 -0.2 0.2
C -2.2 -1.9 -0.3
H 0.2 0.4 0.1
O -0.4 -0.8 0.1
C -0.2 -0.5 -0.3
H 0.1 -0.4 -0.3
C -0.1 -1.4 1.2
H 0.0 0.6 0.0
H -0.1 0.0 -0.1
H 0.6 0.4 -0.1
O 2.3 0.6 1.0
C -0.6 -0.3 0.7
H 0.2 0.4 -0.1
H -0.4 -0.1 0.1
H 0.3 -0.3 0.4
O -1.9 1.3 1.0
O -1.4 3.6 -0.2
C 0.3 -0.8 -1.4
H 1.5 -1.3 -0.8
H 0.1 -0.1 -0.4
C -1.1 0.4 -1.4
C 0.4 -0.2 0.3
C -0.3 -0.8 -0.7
C 0.9 1.4 -0.3
H -0.3 0.0 0.2
H -0.3 0.0 0.1
H -0.6 0.0 -0.1
H 0.4 -0.2 -0.1
O 2.9 -0.1 0.5
H -0.4 0.6 0.6
H -0.2 -0.1 0.2
C 0.8 0.4 1.6
C -1.7 1.8 -1.7
H 0.6 -0.3 -0.4
C -1.7 1.0 -2.1
H 0.2 0.2 -0.7
H 0.1 -0.1 0.2
C 0.9 -0.5 0.2
C -4.2 -0.6 -1.2
H -0.4 -0.6 -0.6
H 0.8 0.2 -0.9
H 0.3 -0.1 0.2
C 0.1 0.1 0.5
C -0.5 1.1 -0.8
C -0.4 0.4 -0.9
H -0.3 0.5 -0.7
H -0.3 -0.2 0.0
H -0.2 0.7 -0.2
H 0.2 0.0 -0.2
H -0.1 0.3 0.5
C 0.4 0.2 0.8
H 0.1 0.0 0.3
C -0.7 -1.0 0.2
H 0.6 0.0 0.4
H 0.1 0.4 -0.1
H 0.6 0.6 -0.2
C 0.3 0.1 0.2
C -0.2 -0.6 -0.5
C 0.5 0.0 -0.9
O -1.6 -2.8 -2.4
C 0.6 -0.7 0.9
H 0.1 -0.8 -0.2
C 1.0 -1.2 1.3
H -0.8 -1.9 0.0
C 0.5 0.9 1.9
O -0.2 1.1 -0.8
H 0.4 1.1 0.3
H 0.3 -0.1 0.1
C -0.5 -1.0 -1.6
H 0.8 -0.1 0.5
H -0.4 0.6 -0.8
C 2.4 1.8 0.7
C -0.5 0.3 -0.8
O -0.2 -3.7 -0.4
H -0.6 -0.4 -0.5
H 0.0 0.1 -0.1
H 0.4 -0.1 0.4
H -0.2 0.2 0.8
H -0.9 -0.1 0.1
C -0.9 -1.1 -0.9
C 0.0 3.9 0.6
H 0.7 -0.8 0.3
H -0.3 -0.5 0.1
H 0.4 0.0 0.0
H -0.6 0.1 -0.1
C -0.4 -0.7 -1.1
H 0.0 0.0 -0.4
H 0.1 -0.1 0.1
C -0.6 -1.0 -0.1
C 0.1 -0.7 0.0
H -0.2 0.6 -0.7
H 0.0 0.3 0.0
H 0.1 1.0 0.2
H -0.2 0.3 0.3
H -0.3 0.0 -0.3
O 0.5 -0.9 -1.1
O 0.4 -0.8 1.6
O 1.0 1.2 0.6
H -0.1 -0.2 0.4
H -0.3 0.3 -0.3
H 0.2 -0.1 0.0
H -0.5 -0.7 0.4
H 0.5 0.8 0.0
C -0.3 0.9 0.2
O 0.6 0.7 -1.3
H -0.3 0.6 0.2
H -0.1 -0.1 -0.5
C -2.4 0.4 -2.0
H -0.3 0.2 -0.8
O 4.9 1.8 -0.6
H -0.8 0.9 -0.2
H 0.2 -0.1 0.5
H 0.3 0.2 -0.1
H 0.2 0.3 0.4
H -0.3 0.5 -0.1
H 0.0 -0.2 0.4
H 0.2 -0.2 0.8
O -0.7 -0.9 0.3
H 0.0 0.2 -0.3
O -4.3 -2.0 2.7
H 0.2 0.1 0.0
C -2.0 0.8 -1.4
H 0.8 -0.5 0.1
O -0.4 1.0 0.6
C 1.1 -0.2 2.2
C -1.0 0.4 -0.5
C 2.9 -3.3 0.4
H 0.4 -0.3 -0.1
H -0.5 0.0 -0.3
H 0.0 -0.1 0.4
C -0.4 -0.4 -0.2
C 6.4 -0.6 1.9
H 1.0 0.2 0.6
C -1.5 -0.1 0.1
H -0.4 -0.3 -0.1
C -0.2 0.5 0.1
H -0.3 0.1 0.0
H -0.1 0.0 0.4
H -0.6 -0.4 0.0
H 0.1 -0.3 -0.5
O 1.9 0.1 0.4
H 0.5 0.4 0.3
H 0.5 0.7 0.1
H 0.0 -0.1 -0.7
O -5.0 -1.6 -1.7
C -0.5 0.0 1.3
C 2.8 0.4 -1.1
H -0.1 -0.2 0.0
C 1.6 1.8 2.3
C -0.1 0.2 -0.4
H 0.0 -0.1 0.7
C 1.4 -0.4 2.9
H -0.4 -0.1 -0.6
H 0.3 -0.2 0.4
H 0.0 0.0 0.0
H 0.1 0.4 0.3
H -0.1 0.0 -0.1
H -0.5 -0.2 0.5
O -0.9 -2.1 -1.8
O -0.6 1.2 -0.5
H -0.1 -0.3 0.6
H 0.1 0.0 0.4
H 0.1 0.0 0.1
H 0.3 0.3 -0.1
C 1.5 4.2 0.2
C -0.7 -1.5 0.1
H -0.5 -0.5 0.1
C 0.9 -0.9 -1.8
H 0.2 0.0 0.5
C -1.3 -0.5 1.8
H 1.8 0.1 0.4
O 1.8 -0.5 0.1
H 0.0 0.8 -0.8
H 0.1 0.4 0.1

Orbital gap, Ha: 0.3208
Largest force on an atom, eV/A: 6.7